Record 1
Entry from OMol25: C23H23FN2O4S in the gas phase (ωB97M-V/def2-TZVPD).

Atoms and positions in Å:
C  -1.2953  -2.2480  2.6468
C  -2.0543  -1.0627  2.1440
C  -3.3836  -1.2122  1.7543
C  -4.0889  -0.1473  1.2281
C  -3.4591  1.0756  1.0916
C  -2.1516  1.2585  1.4930
C  -1.4556  0.1873  2.0271
H  -0.4336  0.3230  2.3512
H  -1.7025  2.2335  1.3843
S  -4.3094  2.3899  0.2242
O  -3.7980  3.6681  0.6389
O  -5.7267  2.1679  0.2930
C  -3.7929  2.1401  -1.5598
C  -3.4306  0.7303  -1.7301
C  -4.1706  -0.3764  -2.0530
C  -3.3298  -1.4885  -1.8498
C  -2.1229  -0.9935  -1.4228
C  -0.9605  -1.7668  -0.9617
O  -1.1015  -2.9418  -0.6490
N  0.2435  -1.1555  -0.8765
C  0.5368  0.2117  -1.2456
H  -0.0106  0.4774  -2.1523
C  2.0320  0.3797  -1.5084
N  2.7862  0.0749  -0.3155
C  4.0860  0.5029  -0.1627
C  4.7998  1.0794  -1.2208
C  6.0937  1.5296  -1.0465
C  6.6950  1.4006  0.1904
C  6.0201  0.8389  1.2578
C  4.7237  0.4004  1.0812
H  4.1969  -0.0088  1.9281
H  6.5064  0.7572  2.2170
F  7.9662  1.8342  0.3609
H  6.6403  1.9697  -1.8655
H  4.3546  1.1676  -2.1981
C  2.2373  -0.9776  0.5136
H  1.6423  -0.5539  1.3349
C  1.3560  -1.8995  -0.3207
H  1.9479  -2.3538  -1.1245
H  0.9451  -2.7058  0.2901
H  3.0494  -1.5685  0.9445
H  2.2139  1.4221  -1.7837
H  2.3254  -0.2572  -2.3577
H  0.2270  0.8954  -0.4452
O  -2.1855  0.3606  -1.3590
H  -3.5649  -2.5225  -1.9921
H  -5.1874  -0.3855  -2.3865
H  -2.9525  2.8103  -1.7117
H  -4.6509  2.4300  -2.1562
H  -5.1175  -0.2410  0.9183
H  -3.8565  -2.1776  1.8500
H  -1.8553  -2.7596  3.4267
H  -0.3232  -1.9614  3.0397
H  -1.1538  -2.9514  1.8255

Cartesian forces (eV/Å) of the 6 atoms listed first:
0.0 -0.1 0.0
-0.1 0.1 0.0
0.1 0.1 0.0
-0.1 -0.1 0.1
-0.3 0.5 -0.3
0.0 0.1 0.1

Net charge: 0
HOMO-LUMO gap in eV: 8.27
SMILES: Cc1ccc(S(=O)(=O)Cc2ccc(C(=O)N3CCN(c4ccc(F)cc4)CC3)o2)cc1
Lowest unoccupied orbital energy in Eh: 0.013

Record 2
Entry from OMol25: 2 unconnected molecules or ions with the total composition C2H8N2O2 (ωB97M-V/def2-TZVPD).

Atoms and positions in Å:
N  -0.1923  0.9610  -0.9558
C  -1.3456  0.1181  -0.6278
C  -1.2222  -0.3930  0.8392
N  -2.1176  -1.3888  1.1658
O  -0.3861  0.0067  1.5940
H  0.2626  1.2658  -0.1009
H  0.3968  0.4381  -1.5589
H  -1.3202  -0.8244  -1.1714
H  -2.2384  0.7242  -0.7485
H  -2.9315  -1.5897  0.6316
H  -2.3288  -1.4604  2.1546
H  4.8998  1.1713  -1.6311
H  3.5893  0.5861  -2.1351
O  4.2363  0.5485  -1.4017

Cartesian forces (eV/Å) of the 6 atoms listed first:
-1.2 0.0 0.0
1.4 0.1 1.4
-1.3 -0.1 -1.4
0.1 0.2 1.2
0.6 0.4 0.8
0.2 -0.3 -0.2

Net charge: 0
HOMO-LUMO gap in eV: 10.16
SMILES: NCC(N)=O.O
Lowest unoccupied orbital energy in Eh: 0.030

Record 3
Entry from OMol25: C3H6O2 in the gas phase (ωB97M-V/def2-TZVPD).

Atoms and positions in Å:
C  -1.8999  0.1325  -0.3867
C  -0.7160  -0.5214  0.5806
C  0.6538  -0.1890  -0.0473
H  -2.7872  -0.3483  0.1479
H  -1.8699  1.3176  -0.7737
H  -1.7863  -0.4758  -1.3413
H  -0.9382  -0.0298  1.5906
H  -0.9468  -1.6382  0.7681
H  0.2442  1.7107  0.3098
O  0.9380  1.2104  0.1183
O  1.5441  -0.8440  -0.3159

Cartesian forces (eV/Å) of the 6 atoms listed first:
0.8 -1.4 -0.7
-2.1 0.9 -0.4
-3.2 4.7 4.4
0.5 1.8 -1.1
-0.2 -3.3 1.9
-0.4 0.9 0.9

Net charge: 0
HOMO-LUMO gap in eV: 11.30
SMILES: CCC(=O)O
Lowest unoccupied orbital energy in Eh: 0.022

Record 4
Entry from OMol25: 4 unconnected molecules or ions with the total composition C3H14O3S (ωB97M-V/def2-TZVPD).

Atoms and positions in Å:
C  -0.5300  1.7950  0.2254
C  0.2531  0.6856  -0.6212
S  1.5271  -0.1048  0.4177
C  2.8769  0.8722  -0.2818
H  -0.9587  2.2859  -0.6485
H  -1.1846  1.3770  0.9625
H  0.1838  2.5253  0.7079
H  -0.5362  0.0290  -0.8257
H  0.5945  1.1220  -1.5148
H  3.1444  1.8899  0.1227
H  2.4963  1.0119  -1.2971
H  3.8398  0.3085  -0.1643
H  1.3812  4.5496  2.2359
H  2.6542  3.7427  2.5427
O  1.6352  3.6533  2.5876
H  -4.8301  -4.3079  -1.5415
H  -3.4641  -4.9038  -1.5069
O  -4.1937  -4.7297  -2.1304
H  -1.8967  -3.2361  0.3261
H  -1.5909  -4.6323  0.5468
O  -1.4014  -3.9335  -0.1432

Cartesian forces (eV/Å) of the 6 atoms listed first:
2.7 0.6 -1.8
-1.0 1.0 3.9
0.0 0.3 -0.5
1.3 0.5 0.4
-1.1 0.6 0.7
-0.5 -0.1 0.1

Net charge: 0
HOMO-LUMO gap in eV: 8.55
SMILES: CCSC.O.O.O
Lowest unoccupied orbital energy in Eh: 0.013

Record 5
Entry from OMol25: 2 unconnected molecules or ions with the total composition C4H11O2S (ωB97M-V/def2-TZVPD).

Atoms and positions in Å:
C  0.3163  1.7407  0.9227
O  0.6697  2.8828  0.1312
C  0.8654  0.4555  0.3282
C  0.6877  -0.6872  1.3191
C  0.4819  -2.0350  0.6079
S  -0.9859  -2.0596  -0.4931
H  -0.7633  1.6560  1.1005
H  0.7978  1.9981  1.8688
H  0.3388  0.1338  -0.5636
H  1.8899  0.6441  0.0024
H  1.6383  -0.8408  1.8547
H  -0.0891  -0.5083  2.0633
H  0.3349  -2.7918  1.3835
H  1.3958  -2.2903  0.0750
H  -0.9340  0.8390  -2.5925
H  -0.8832  1.1417  -1.1591
H  0.3092  2.8240  -0.7566
O  -0.9116  1.5968  -1.9916

Cartesian forces (eV/Å) of the 6 atoms listed first:
0.6 0.5 -0.7
-0.1 0.5 0.3
-0.3 0.1 0.7
1.4 -0.9 -0.3
-1.0 0.2 0.2
0.1 0.1 -0.1

Net charge: -1
HOMO-LUMO gap in eV: 6.41
Lowest unoccupied orbital energy in Eh: 0.136

Record 6
Entry from OMol25: a molecular structure, C5H4Cl2NO5Pt (ωB97M-V/def2-TZVPD).

Atoms and positions in Å:
Pt  -0.8950  0.2237  2.4752
O  2.6969  1.3881  2.3232
Cl  1.5812  1.1893  3.1994
O  1.8793  1.5493  4.5461
O  1.2518  -0.2359  3.1602
O  0.4970  2.0441  2.7169
O  -2.5363  -0.2239  2.9564
Cl  0.8312  -3.0944  -2.7294
C  0.1086  -1.6083  -2.1831
C  -0.3347  -0.6721  -3.0986
C  -0.8994  0.4944  -2.6091
C  -0.9930  0.6634  -1.2344
N  -0.5681  -0.2443  -0.3662
C  -0.0215  -1.3598  -0.8240
H  -0.2365  -0.8564  -4.1600
H  -1.2594  1.2608  -3.2826
H  -1.4258  1.5593  -0.8027
H  0.3237  -2.0771  -0.0874

Cartesian forces (eV/Å) of the 6 atoms listed first:
-1.3 -0.3 0.5
0.3 0.1 0.1
2.6 1.0 0.3
0.1 0.1 0.2
-0.6 0.3 -0.5
-0.3 -0.7 -0.3

Net charge: -1
HOMO-LUMO gap (spin up / spin down) in eV: 6.77 / 6.35
2S+1: 3
Lowest unoccupied orbital energy (spin up / spin down) in Eh: 0.097 / 0.097

Record 7
Entry from OMol25: a molecular structure, C22H23N7OReS (ωB97M-V/def2-TZVPD).

Atoms and positions in Å:
Re  0.1047  0.7269  0.1632
O  -0.8245  4.6129  1.0963
C  -0.7621  3.4944  0.6451
N  0.0309  2.4841  1.1285
C  0.4698  2.6242  2.4973
C  0.3837  1.2692  3.1506
C  0.8009  1.0425  4.4566
C  0.6711  -0.2271  4.9936
C  0.1065  -1.2326  4.2163
C  -0.2539  -0.9411  2.9161
N  -0.1051  0.2759  2.3905
C  -1.6898  2.9826  -0.4193
C  -2.4936  3.8133  -1.1827
C  -3.4909  3.2434  -1.9615
C  -3.6704  1.8684  -1.9082
C  -2.7840  1.1009  -1.1686
N  -1.7905  1.6399  -0.4646
H  -0.1719  3.3464  3.0260
H  1.4914  3.0253  2.5718
H  1.2359  1.8504  5.0264
H  1.0000  -0.4301  6.0008
H  -0.0322  -2.2283  4.6053
H  -0.6729  -1.6948  2.2630
H  -2.3272  4.8783  -1.1578
H  -4.1299  3.8595  -2.5746
H  -4.4804  1.3907  -2.4373
H  -2.8784  0.0230  -1.1354
C  -0.9145  -2.2684  -5.2912
C  -1.7812  -1.4947  -4.3080
N  -1.0769  -0.3319  -3.8034
C  -0.4432  -0.3247  -2.6464
S  0.5054  1.1362  -2.2182
N  -0.4854  -1.3316  -1.8200
N  0.2073  -1.1476  -0.6831
C  1.0367  -2.0674  -0.2652
C  1.1567  -3.4019  -0.9002
C  1.9534  -1.5658  0.7414
C  2.8469  -2.3601  1.4577
C  3.8141  -1.7528  2.2391
C  3.8809  -0.3654  2.2631
C  2.9303  0.3624  1.5670
N  1.9685  -0.2084  0.8459
H  -1.4784  -3.1100  -5.6800
H  -0.0221  -2.6414  -4.7971
H  -0.6129  -1.6363  -6.1213
H  -2.0413  -2.1217  -3.4550
H  -2.6906  -1.1516  -4.8012
H  -0.8842  0.4138  -4.4609
H  0.8097  -3.3443  -1.9304
H  0.5191  -4.1225  -0.3846
H  2.1765  -3.7754  -0.8817
H  2.7699  -3.4329  1.3963
H  4.5122  -2.3449  2.8095
H  4.6599  0.1451  2.8089
H  2.9468  1.4433  1.5832

Cartesian forces (eV/Å) of the 6 atoms listed first:
0.9 2.4 1.1
0.1 -0.5 -0.3
-0.8 1.2 -0.4
0.5 -1.8 -0.6
0.1 0.1 0.4
0.1 0.1 0.2

Net charge: +2
HOMO-LUMO gap (spin up / spin down) in eV: 5.82 / 6.11
2S+1: 2
Lowest unoccupied orbital energy (spin up / spin down) in Eh: -0.315 / -0.303

Record 8
Entry from OMol25: C10H18Si in the gas phase (ωB97M-V/def2-TZVPD).

Atoms and positions in Å:
C  -2.0601  -1.7641  0.8613
C  -3.0724  -1.3440  -0.1304
C  -0.8438  -1.2748  1.0194
C  -2.8436  -1.0448  -1.3821
C  0.2636  2.4607  1.0959
C  -1.5923  1.8958  -0.4825
C  2.4297  -0.7023  -1.6556
C  2.3998  -1.6829  0.7884
C  -0.0930  1.7149  -0.2093
C  2.1737  -0.4725  -0.1189
Si  0.2583  -0.1147  0.0273
H  -2.3397  -2.4231  1.5601
H  -4.1687  -1.3472  0.2351
H  -0.1390  -1.7440  1.8913
H  -3.5726  -0.6849  -2.1327
H  1.1482  2.1958  1.4744
H  0.2916  3.4700  0.8977
H  -0.5964  2.4901  1.8341
H  -2.1190  1.6261  0.3114
H  -2.0113  1.4869  -1.3971
H  -1.8869  3.0297  -0.6845
H  1.7493  -1.3616  -2.1345
H  2.1446  0.1962  -2.0759
H  3.5270  -0.8720  -1.7155
H  1.7590  -2.5654  0.6091
H  2.5145  -1.4697  1.8838
H  3.4838  -2.0513  0.4958
H  0.4394  2.0273  -1.0187
H  2.7561  0.3258  0.1526

Cartesian forces (eV/Å) of the 6 atoms listed first:
-0.1 2.4 -2.0
-1.0 -0.3 0.8
4.1 0.2 1.7
-0.2 0.5 -0.8
-4.4 -0.1 -1.0
1.4 4.3 -4.0

Net charge: 0
HOMO-LUMO gap (spin up / spin down) in eV: 8.45 / 5.82
Lowest unoccupied orbital energy (spin up / spin down) in Eh: 0.000 / -0.010

Record 9
Entry from OMol25: C5H8O in the gas phase (ωB97M-V/def2-TZVPD).

Atoms and positions in Å:
C  -1.6582  -0.3181  0.2007
C  -0.2883  -0.9706  0.3861
C  0.8847  -0.2831  -0.3363
C  0.9231  1.2365  -0.4646
O  2.0216  1.2431  0.4737
C  2.1306  -0.0816  0.5600
H  -1.6862  0.7026  0.5951
H  -2.4253  -0.8781  0.7441
H  -1.9698  -0.2754  -0.8496
H  -0.3311  -2.0071  0.0360
H  1.1067  -0.7951  -1.2761
H  0.0795  1.8332  -0.1157
H  1.2801  1.6244  -1.4185
H  -0.0674  -1.0308  1.4649

Cartesian forces (eV/Å) of the 6 atoms listed first:
-0.1 0.1 0.0
0.0 -0.1 0.3
0.0 -0.1 -0.2
-0.3 0.3 -0.2
0.4 -0.3 0.2
-0.3 0.2 0.0

Net charge: 0
HOMO-LUMO gap in eV: 9.50
Lowest unoccupied orbital energy in Eh: 0.033

Record 10
Entry from OMol25: 2 unconnected molecules or ions with the total composition C2H3N3O3 (ωB97M-V/def2-TZVPD).

Atoms and positions in Å:
C  -1.1837  -0.1187  -0.1657
C  -0.0906  0.6281  -0.1969
H  -3.0801  -0.5931  0.3657
H  2.7387  -1.0135  0.5400
H  1.0923  2.0355  0.1769
N  -0.7937  -1.4081  -0.1567
N  0.5087  -1.4217  -0.0460
N  0.9264  -0.2045  -0.0366
O  -2.4638  0.1924  -0.1561
O  2.2564  -0.0416  -0.2753
O  0.0892  1.9451  -0.0494

Cartesian forces (eV/Å) of the 6 atoms listed first:
-1.2 -2.8 -0.3
1.2 3.3 0.9
3.1 3.2 -2.3
-2.1 4.1 -3.5
-2.6 0.2 -0.6
0.6 -0.2 0.9

Net charge: 0
HOMO-LUMO gap in eV: 8.01
Lowest unoccupied orbital energy in Eh: -0.026

Record 11
Entry from OMol25: a gas-phase ion, C6H11N2O (charge +1) (ωB97M-V/def2-TZVPD).

Atoms and positions in Å:
C  -1.4926  0.3239  0.1405
C  -1.6275  -0.8337  -0.7877
C  -0.1433  -1.3326  -0.7813
C  1.7644  0.5711  -0.6413
C  2.0100  -0.2914  0.5699
C  0.5910  -0.2941  0.0244
N  -0.2872  0.5603  0.6850
N  -2.4769  1.1961  0.4502
O  2.2024  0.1914  1.7888
H  -2.3644  -1.4804  -0.2752
H  -1.9604  -0.5610  -1.7764
H  -0.0775  -2.2622  -0.2479
H  0.3106  -1.4085  -1.7956
H  1.5901  1.6570  -0.4363
H  2.0065  0.3775  -1.7242
H  2.6370  -1.1143  0.1749
H  -0.1828  0.7970  1.6938
H  -3.2226  1.4128  -0.1350
H  -2.2874  1.7576  1.2127
H  3.0109  0.7335  1.8605

Cartesian forces (eV/Å) of the 6 atoms listed first:
-1.5 3.2 1.0
1.3 0.4 0.7
-0.1 -0.2 -0.3
-1.9 1.3 -0.3
0.2 -1.9 -4.2
4.5 0.7 -1.2

Net charge: +1
HOMO-LUMO gap in eV: 8.99
SMILES: [NH2+]=C1CC[C@@]2(C[C@H]2O)N1
Lowest unoccupied orbital energy in Eh: -0.141

Record 12
Entry from OMol25: a gas-phase ion, C4H12N2P (charge +1) (ωB97M-V/def2-TZVPD).

Atoms and positions in Å:
C  1.5683  1.3287  0.1205
C  -0.3313  -0.3550  0.1049
C  -1.2705  -0.0540  1.2977
C  -1.0751  -0.9489  -1.0429
N  0.8898  -1.1013  0.3899
N  0.1510  1.0255  -0.3635
P  2.3772  -0.4205  -0.0583
H  2.1773  1.9548  -0.4333
H  1.6407  1.5865  1.0864
H  -0.8795  0.7460  1.8384
H  -1.4283  -0.8786  1.8914
H  -2.2089  0.0770  0.9656
H  -0.5329  -1.0909  -1.9660
H  -1.9388  -0.2604  -1.5009
H  -1.6066  -1.9449  -0.6822
H  0.6881  -1.7725  1.1355
H  -0.4698  1.6803  -0.0421
H  -0.0370  0.9210  -1.3135
H  2.2863  -0.4929  -1.4277

Cartesian forces (eV/Å) of the 6 atoms listed first:
-0.1 -4.4 -3.4
0.0 0.0 0.7
3.1 -1.0 -1.4
-4.0 -0.7 -1.1
-1.6 -0.1 0.7
2.6 -1.2 1.4

Net charge: +1
HOMO-LUMO gap in eV: 10.58
SMILES: CC1(C)NPC[NH2+]1
Lowest unoccupied orbital energy in Eh: -0.112

What maximum force values result from the calculations? In sequence: 1.3 2.0 7.2 4.2 1.7 2.8 2.8 6.0 0.6 5.8 4.7 5.5 eV/A.
What ΔE to the lowest compared entry with this formula, charge and spin values result from the calculations? In sequence: 0.0 19.6 45.8 40.6 0.0 0.0 50.3 164.9 84.3 106.3 46.2 24.0 kcal per mole.